--- 1 ---
This record from the Open Molecules 2025 dataset describes 2 unconnected molecules or ions with the total composition C2H7Br2N2. The level of theory is ωB97M-V/def2-TZVPD.

Calculated values
total charge	+1
spin multiplicity	1
HOMO	-0.5078	hartree

Each line ends with the Mulliken charge.
Positions of all 13 atoms, in Å:
C1 0.87075 1.40357 -0.06385  -0.48
C2 0.75270 0.45719 -0.93668  0.01
N1 -1.01341 -0.55241 1.58513  -0.59
N2 1.00678 -0.94911 -0.69148  -0.07
Br1 1.75791 0.94690 1.66881  -0.10
Br2 -2.17661 -1.55608 0.45697  0.01
H1 0.94450 2.47582 -0.31768  0.45
H2 0.48833 0.72479 -1.99315  0.31
H3 -1.44958 0.34252 1.55736  0.33
H4 -1.08674 -0.76325 2.55557  0.28
H5 1.16480 -1.46974 -1.52161  0.39
H6 0.14819 -1.31811 -0.22965  0.15
H7 1.73570 -1.07804 -0.04588  0.33

***

--- 2 ---
This record from the Open Molecules 2025 dataset describes 2 unconnected molecules or ions with the total composition C2H7Br2N2. The level of theory is ωB97M-V/def2-TZVPD.

Calculated values
total charge	+1
spin multiplicity	1
HOMO	-0.5089	hartree

Each line ends with the Mulliken charge.
Positions of all 13 atoms, in Å:
C1 -0.69107 0.29078 -0.54095  -0.20
C2 0.52829 0.07692 0.29636  -0.42
N1 0.16452 0.66931 -2.40460  -0.51
N2 0.10849 -0.27285 1.81239  -0.32
Br1 -1.86724 1.55083 0.25118  -0.03
Br2 1.66824 1.76120 0.26369  -0.01
H1 -1.22300 -0.60949 -0.96839  0.41
H2 1.23853 -0.74049 -0.18039  0.42
H3 -0.49003 1.21571 -2.97418  0.28
H4 0.85135 1.38286 -2.12014  0.24
H5 -0.50298 -1.13701 1.84134  0.38
H6 -0.58023 0.56729 2.00384  0.39
H7 0.83048 -0.42711 2.53063  0.36

***

--- 3 ---
This record from the Open Molecules 2025 dataset describes 2 unconnected molecules or ions with the total composition C2H7Br2N2. The level of theory is ωB97M-V/def2-TZVPD.

Calculated values
total charge	+1
spin multiplicity	1
HOMO	-0.5122	hartree

Each line ends with the Mulliken charge.
Positions of all 13 atoms, in Å:
C1 -0.46643 0.71126 -0.14104  -0.45
C2 0.85508 0.11367 -0.30889  -0.46
N1 -1.36131 -0.53076 0.07094  -0.34
N2 1.11428 -0.81627 0.65629  -0.43
Br1 -1.09651 1.90429 -1.70665  0.03
Br2 2.15163 1.69625 -0.37350  -0.09
H1 -0.61476 1.71343 0.99008  0.45
H2 0.95269 -0.41216 -1.18780  0.57
H3 -1.07559 -1.06611 -0.84196  0.44
H4 -1.31707 -1.11733 0.93559  0.37
H5 1.32867 -0.39852 1.50921  0.27
H6 1.91902 -1.38902 0.43273  0.26
H7 -2.38970 -0.40873 -0.03499  0.37

***

Least stable = 2

***

--- 1 ---
This record from the Open Molecules 2025 dataset describes 2 unconnected molecules or ions with the total composition C2H3Cl2O2P. The level of theory is ωB97M-V/def2-TZVPD.

Calculated values
total charge	0
spin multiplicity	1
HOMO (alpha / beta)	-0.3424 / -0.3425	hartree

Each line ends with the Mulliken charge.
Positions of all 10 atoms, in Å:
C1 -3.33353 0.01918 0.34026  0.58
C2 -1.21857 -1.00838 0.23988  -0.26
O1 -3.71246 -0.48467 1.33962  -0.40
O2 -2.18587 -0.14107 -0.29501  -0.21
P1 0.66363 -0.12583 -1.36672  0.07
Cl1 -4.26983 1.20032 -0.55482  -0.15
Cl2 -1.53110 -2.67118 -0.07145  -0.11
H1 -0.96838 -0.80675 1.27571  0.38
H2 1.61416 -0.37696 -0.37004  0.07
H3 0.41433 1.15612 -0.85994  0.06

***

--- 2 ---
This record from the Open Molecules 2025 dataset describes C2H3Cl2O2P in the gas phase. The level of theory is ωB97M-V/def2-TZVPD.

Calculated values
structure (SMILES)	O=C(Cl)O[C@H](P)Cl
total charge	0
spin multiplicity	1
HOMO	-0.3759	hartree

Each line ends with the Mulliken charge.
Positions of all 10 atoms, in Å:
C1 1.72595 -0.75149 0.42672  0.62
C2 -0.32467 -0.01765 -0.35368  -0.18
O1 1.95811 -1.32880 -0.59728  -0.45
O2 0.67296 -0.02309 0.60841  -0.21
P1 -1.18811 1.74354 -0.32281  -0.02
Cl1 2.74842 -0.73066 1.87903  -0.14
Cl2 -1.51042 -1.23978 0.01193  -0.13
H1 -0.02953 -0.14717 -1.35324  0.38
H2 -1.95676 1.34470 0.79661  0.07
H3 -2.09595 1.15038 -1.09569  0.06

***

Least stable = 1

***

--- 1 ---
This record from the Open Molecules 2025 dataset describes HI5Si2 in the gas phase. The level of theory is ωB97M-V/def2-TZVPD.

Calculated values
structure (SMILES)	I[SiH](I)[Si](I)(I)I
total charge	0
spin multiplicity	1
HOMO	-0.3484	hartree

Each line ends with the Mulliken charge.
Positions of all 8 atoms, in Å:
Si1 1.07131 -0.10653 0.71309  0.19
Si2 -0.89509 0.29545 -0.42751  0.10
I1 0.66636 -1.58379 2.63889  0.02
I2 2.11279 -1.71143 -0.96558  -0.09
I3 -0.96540 3.17926 -0.09696  -0.20
I4 -1.31930 -0.02226 -2.87394  0.00
I5 -2.86574 -0.92070 0.46210  -0.02
H1 2.19507 0.87001 0.54991  -0.01

***

--- 2 ---
This record from the Open Molecules 2025 dataset describes 2 unconnected molecules or ions with the total composition HI5Si2. The level of theory is ωB97M-V/def2-TZVPD.

Calculated values
total charge	0
spin multiplicity	1
HOMO	-0.3155	hartree

Each line ends with the Mulliken charge.
Positions of all 8 atoms, in Å:
Si1 1.29735 -0.71749 0.80909  0.17
Si2 -0.98260 0.69491 -1.01820  0.05
I1 1.91264 0.03096 3.07624  -0.02
I2 0.25244 -2.98434 0.99937  -0.01
I3 -2.83942 -0.88368 -0.69867  -0.01
I4 -1.37994 2.91098 0.13896  -0.07
I5 -0.81083 1.50739 -3.39206  -0.07
H1 2.55036 -0.55871 0.08527  -0.04

***

Least stable = 2

***

--- 1 ---
This record from the Open Molecules 2025 dataset describes a molecular structure, C3H3IO. The level of theory is ωB97M-V/def2-TZVPD.

Calculated values
total charge	0
spin multiplicity	1
HOMO	-0.3400	hartree

Each line ends with the Mulliken charge.
Positions of all 8 atoms, in Å:
C1 -0.80336 0.31281 -0.07994  -0.48
C2 -0.57809 -0.96967 -0.37843  -0.18
C3 0.67420 0.43982 0.10998  -0.04
O1 0.79057 -0.95689 -0.18015  -0.34
I1 1.43445 0.96471 2.02042  0.05
H1 -1.62308 0.99364 -0.02924  0.33
H2 -1.10476 -1.84643 -0.70309  0.37
H3 1.21007 1.06203 -0.75954  0.30

***

--- 2 ---
This record from the Open Molecules 2025 dataset describes C3H3IO in the gas phase. The level of theory is ωB97M-V/def2-TZVPD.

Calculated values
structure (SMILES)	C=C(I)C=O
total charge	0
spin multiplicity	1
HOMO	-0.3415	hartree

Each line ends with the Mulliken charge.
Positions of all 8 atoms, in Å:
C1 -1.27482 -0.06755 -0.33846  -0.70
C2 1.52031 0.08587 -0.28835  0.15
C3 -0.20232 -0.00943 0.42240  0.01
O1 2.45002 -0.48396 0.13361  -0.35
I1 -0.25732 -0.09133 2.56114  0.04
H1 -2.36437 -0.04831 0.00878  0.23
H2 -1.19740 -0.01253 -1.35967  0.28
H3 1.32590 0.62723 -1.13944  0.34

***

Least stable = 2

***

--- 1 ---
This record from the Open Molecules 2025 dataset describes a molecular structure, C3H5ClNOS. The level of theory is ωB97M-V/def2-TZVPD.

Calculated values
total charge	+1
spin multiplicity	1
HOMO	-0.5247	hartree

Each line ends with the Mulliken charge.
Positions of all 12 atoms, in Å:
C1 0.53550 0.76785 0.93467  0.31
C2 0.47671 -0.77058 1.08917  -0.44
C3 0.08204 0.76472 -0.57871  -0.03
N1 -0.08771 -1.05128 -0.27518  -0.32
O1 0.83830 1.70350 1.58263  -0.37
S1 -1.48818 1.43560 -0.71850  0.17
Cl1 -1.68157 1.53017 -2.68191  -0.07
H1 1.54214 -1.02362 1.38657  0.30
H2 -0.27805 -1.28805 1.91850  0.30
H3 0.78210 0.95699 -1.49775  0.42
H4 0.39678 -1.78567 -0.93003  0.35
H5 -1.11807 -1.23962 -0.22946  0.37

***

--- 2 ---
This record from the Open Molecules 2025 dataset describes a gas-phase ion, C3H5ClNOS (charge +1). The level of theory is ωB97M-V/def2-TZVPD.

Calculated values
structure (SMILES)	O=C1C[NH2+][C@H]1SCl
total charge	+1
spin multiplicity	1
HOMO	-0.5213	hartree

Each line ends with the Mulliken charge.
Positions of all 12 atoms, in Å:
C1 0.63136 1.43240 -0.39558  0.32
C2 -0.03686 0.09007 -0.25504  -0.49
C3 1.78251 0.80196 0.55141  -0.29
N1 0.87104 -0.33871 0.84068  -0.07
O1 0.45341 2.44158 -0.93863  -0.35
S1 3.05499 0.38968 -0.66102  0.14
Cl1 3.91399 -1.16710 0.32050  -0.11
H1 -1.02022 0.01135 0.15561  0.40
H2 0.17724 -0.64632 -1.17844  0.33
H3 2.09365 1.29932 1.46222  0.45
H4 0.41485 -0.24276 1.73147  0.35
H5 1.30541 -1.18060 0.53611  0.33

***

Least stable = 1